13
Properties=species:S:1:pos:R:3:forces:R:3 method="wB97M-V/def2-TZVPD" multiplicity=1 lumo_ev=0.7 orbital_gap_ha=0.343 relative_energy_kcal_mol=76.9 homo_ev=-8.6260
C -0.759 2.079 -0.064 -2.80 2.49 -1.98
C -0.766 0.783 -0.013 2.08 -2.10 0.71
C -1.970 -0.111 0.106 -0.10 -0.24 3.01
N -1.432 -1.432 -0.152 -2.51 -1.53 0.18
C -0.199 -1.488 -0.045 2.02 1.69 -1.62
N 0.404 -0.170 0.157 -1.56 -0.45 -0.52
S 2.093 0.017 0.072 -0.96 -0.69 3.73
H 0.093 2.768 -0.043 -0.48 -0.43 -0.02
H -1.877 2.446 -0.452 3.22 -0.34 1.47
H -2.919 0.092 -0.471 1.33 0.00 0.63
H -2.221 -0.038 1.361 0.28 -0.36 -3.47
H 0.424 -2.351 -0.417 -0.53 1.01 1.09
H 2.375 0.451 -1.067 0.02 0.96 -3.21